Record 1
{
  "formula": "C2H2CdF3O3S",
  "method": "ωB97M-V/def2-TZVPD",
  "elements": ["O", "O", "H", "Cd", "O", "F", "C", "F", "H", "S", "F", "C"],
  "xyz": [[-0.1585, 1.5658, 0.6483], [0.4057, -0.5724, -0.2766], [-3.4232, -2.3036, 0.6598], [-1.2361, 0.6012, -0.7534], [-2.6646, -0.6592, -0.2311], [2.7519, 2.2574, 0.6699], [2.3848, 1.1887, -0.0220], [3.3695, 0.3023, -0.0128], [-1.8217, -2.5052, -0.3189], [0.8769, 0.4260, 0.8104], [2.1167, 1.5387, -1.2656], [-2.6014, -1.8397, 0.0920]],
  "forces_ev_per_angstrom": [[1.37, 0.58, 1.20], [1.56, -0.32, 0.96], [0.25, 0.32, 0.15], [-0.69, 1.78, -2.59], [-2.07, -1.98, 1.01], [-0.18, -0.06, 0.05], [0.38, 0.11, 0.21], [-0.20, -0.12, 0.03], [0.08, 0.29, 0.40], [0.35, -0.15, -0.16], [-0.31, 0.01, -0.27], [-0.52, -0.47, -1.00]],
  "multiplicity": 1,
  "total_charge": 1,
  "homo_lumo_gap_ev": 8.64,
  "e_homo_ha": -0.530
}

Record 2
{
  "formula": "C5H8O2",
  "method": "ωB97M-V/def2-TZVPD",
  "elements": ["C", "H", "H", "C", "H", "C", "H", "O", "C", "H", "O", "H", "H", "H", "C"],
  "xyz": [[-1.2626, 0.0786, 0.0347], [0.6432, 0.0722, 1.9431], [0.4562, 0.0498, -2.0802], [1.3825, 0.6313, -0.1006], [1.5610, -1.1698, -1.3908], [-0.1311, -0.8201, -0.0284], [-2.5416, 0.9257, 1.1726], [-1.8867, 0.2190, 1.2286], [0.8639, -0.3655, -1.1464], [-0.3851, -1.8810, -0.0087], [0.3126, 1.5608, -0.0145], [-1.8653, 0.2744, -0.8558], [0.1704, 1.9254, -0.8985], [1.7015, -1.1532, 1.1533], [0.9811, -0.3477, 0.9916]],
  "forces_ev_per_angstrom": [[-0.79, -0.51, -0.57], [0.07, -0.08, -0.18], [0.03, -0.07, 0.20], [-1.04, -0.18, 0.05], [-0.03, 0.12, 0.08], [0.36, -0.13, 0.05], [0.10, -0.16, 0.03], [-0.16, 0.21, 0.32], [0.12, -0.17, -0.42], [0.03, 0.04, 0.01], [0.94, 0.76, -0.19], [0.18, 0.04, 0.16], [0.09, 0.12, 0.11], [-0.06, 0.18, -0.05], [0.16, -0.17, 0.39]],
  "multiplicity": 1,
  "total_charge": 0,
  "homo_lumo_gap_ev": [7.06, 7.97],
  "e_above_lowest_kj_mol": 505.7,
  "e_homo_ha": [-0.236, -0.268]
}

Record 3
{
  "formula": "C7H14N",
  "method": "ωB97M-V/def2-TZVPD",
  "elements": ["H", "H", "H", "H", "H", "C", "H", "H", "H", "H", "H", "H", "C", "N", "C", "H", "H", "C", "H", "C", "C", "C"],
  "xyz": [[2.0886, 1.3150, 0.9426], [-1.1437, 2.1583, 0.4116], [-0.6317, -0.5529, -1.9079], [0.3807, 0.6585, -1.9399], [1.7859, -2.4233, 0.2915], [-0.1523, 0.4127, 0.0774], [-2.6299, -0.8716, -0.5490], [0.6237, 2.3411, -0.2685], [1.4102, -1.9958, -1.2465], [0.0811, 1.9993, 1.5796], [-0.9454, -0.0517, 1.8947], [-1.2985, 1.0997, -1.5851], [1.1256, -1.7488, -0.3075], [1.1159, -0.2856, 0.1082], [2.1225, 0.2235, 0.6837], [0.1558, -2.0038, -0.3452], [3.1240, -0.3169, 0.6856], [-0.0704, 1.9211, 0.4978], [-3.1459, -1.0903, 1.0524], [-1.1995, -0.3414, 0.9293], [-2.3523, -0.7989, 0.4625], [-0.4442, 0.3517, -1.4673]],
  "forces_ev_per_angstrom": [[0.06, -1.42, 0.17], [0.63, 0.74, -0.51], [-1.12, -2.50, -0.52], [3.14, 1.88, -1.92], [-0.88, 1.04, 0.29], [-1.66, -0.65, -2.31], [0.32, 0.04, -1.41], [-0.69, 0.67, 1.18], [1.47, 0.60, -3.42], [0.83, 0.40, -0.34], [-0.34, -0.54, 2.30], [1.10, -1.22, -0.50], [2.23, 1.02, 2.78], [1.69, -2.08, 1.55], [2.29, 0.92, -0.75], [-3.44, -1.32, 0.81], [-1.56, 0.62, 0.24], [-0.93, -2.39, -0.65], [-1.28, -0.65, 1.75], [0.37, 1.43, -2.26], [1.47, 0.54, 0.19], [-3.70, 2.86, 3.33]],
  "smiles": "C=CC(C)(C)[N+](=C)C",
  "multiplicity": 1,
  "total_charge": 1,
  "homo_lumo_gap_ev": 9.79,
  "e_above_lowest_kj_mol": 237.8,
  "e_homo_ha": -0.525
}

Record 4
{
  "formula": "C3H9NS",
  "method": "ωB97M-V/def2-TZVPD",
  "elements": ["S", "H", "H", "H", "H", "C", "C", "H", "H", "C", "H", "H", "N", "H"],
  "xyz": [[-2.4243, -0.6953, -0.0572], [4.0762, -1.0057, -0.3497], [4.6998, 0.1756, 1.4061], [3.2018, -0.5269, 2.3446], [-1.2640, 0.6412, 1.6697], [3.7877, -0.4466, 1.4239], [-2.9115, -0.1232, -1.7016], [-3.6843, -0.7465, -2.1772], [-0.3959, 0.4988, 0.1833], [-1.4068, 0.6962, 0.5866], [-2.1263, -0.1556, -2.4546], [-3.2853, 0.9021, -1.6589], [3.3446, -0.9786, 0.3634], [-1.6117, 1.7645, 0.4215]],
  "forces_ev_per_angstrom": [[0.38, 1.69, -0.43], [-0.31, 0.61, -0.23], [-0.08, -0.58, 0.49], [0.08, 0.31, -0.17], [-0.44, -0.70, -0.06], [0.05, 0.58, -0.52], [-0.64, 0.01, -0.38], [0.06, -0.16, 0.85], [-0.26, -0.07, -0.15], [0.85, -0.20, 0.28], [0.75, 0.03, 0.40], [0.13, -0.02, 0.27], [0.20, -0.89, 0.43], [-0.77, -0.62, -0.77]],
  "multiplicity": 2,
  "total_charge": 1,
  "homo_lumo_gap_ev": [8.91, 3.95],
  "e_above_lowest_kj_mol": 130.9,
  "e_homo_ha": [-0.461, -0.461]
}